45
Properties=species:S:1:pos:R:3:forces:R:3 method="wB97M-V/def2-TZVPD" e_above_lowest_ev=0.000 lumo_ha=0.00573 e_tot_ha=-1791.611130 e_homo_ha=-0.36170
O -2.99974 -2.85835 -0.17313 0.188 0.119 -0.230
S -2.14200 -2.10863 0.69421 -0.046 0.167 -0.144
O -2.08834 -2.43049 2.08508 0.296 0.184 0.099
C -0.47760 -2.16711 0.00744 -0.591 0.024 0.234
C -0.29749 -2.60247 -1.29277 -0.083 -0.066 -0.113
C 0.97429 -2.61208 -1.84615 0.045 0.098 0.093
C 2.04998 -2.14966 -1.10225 0.053 -0.096 -0.132
C 1.84504 -1.69343 0.18711 0.432 0.221 0.446
S 3.23131 -1.02673 1.12892 0.188 0.215 -0.003
O 4.42568 -1.68450 0.69482 -0.102 -0.006 -0.331
O 2.87014 -1.04293 2.51131 -0.375 0.067 -0.006
N 3.37978 0.57546 0.69269 0.124 -1.089 0.499
C 2.22152 1.40829 0.92125 -0.551 0.319 0.181
C 1.50157 1.50885 -0.43573 -0.028 0.060 0.034
C 2.59503 1.21068 -1.47720 0.056 0.056 -0.052
C 3.84522 0.85858 -0.64660 0.298 -0.006 -0.594
C 0.58808 -1.71462 0.76256 0.015 0.024 0.245
N -2.57804 -0.51463 0.56482 0.050 -0.988 0.179
C -2.71795 0.00248 -0.77429 -0.300 0.062 -0.663
C -3.61003 1.24188 -0.75156 0.310 0.002 0.029
C -3.03402 2.27858 0.20995 -0.274 -0.081 0.096
C -2.87814 1.65786 1.59611 0.245 -0.029 -0.211
C -1.99900 0.41241 1.50665 0.082 0.249 0.664
H -1.15850 -2.95366 -1.83955 -0.045 -0.065 -0.125
H 1.12606 -2.97807 -2.85000 0.014 -0.036 -0.069
H 3.05404 -2.16030 -1.49662 0.101 -0.032 -0.115
H 1.62058 0.96849 1.71507 -0.090 0.193 0.069
H 2.56752 2.39409 1.24680 -0.050 -0.089 0.047
H 1.06412 2.49608 -0.57434 -0.084 -0.011 0.004
H 0.70300 0.76870 -0.50186 -0.013 0.063 -0.002
H 2.78840 2.07198 -2.11395 0.003 -0.032 -0.069
H 2.30243 0.37739 -2.11490 0.014 0.064 -0.035
H 4.39775 -0.00368 -1.01366 0.112 0.138 -0.125
H 4.52668 1.71296 -0.59501 -0.009 -0.104 -0.012
H 0.45471 -1.41743 1.79010 -0.012 0.053 0.171
H -3.16393 -0.79193 -1.37327 0.042 0.155 -0.138
H -1.73299 0.26189 -1.19969 -0.051 -0.019 0.016
H -4.60580 0.95039 -0.41697 -0.087 -0.024 -0.047
H -3.68767 1.65178 -1.75940 -0.037 -0.042 -0.024
H -3.69027 3.14858 0.25944 0.064 0.061 -0.030
H -2.05800 2.61128 -0.15291 0.049 0.074 -0.029
H -2.42813 2.36987 2.28888 -0.012 -0.025 0.058
H -3.85802 1.37151 1.97866 -0.037 -0.007 0.094
H -1.94461 -0.10424 2.46486 0.102 0.184 0.023
H -0.98265 0.70486 1.19506 -0.007 -0.007 0.019